No. 1
C31H57BClO2PPb | wB97M-V/def2-TZVPD

Geometry as ORCA input:
```
! RIJCOSX wB97M-V def2-TZVPD def2/J DEFGRID3
* xyz 0 1
Pb 0.712 0.935 0.659
Cl 0.371 2.979 -0.847
P 1.147 -0.980 -1.810
C 0.985 2.021 2.326
H 1.210 1.378 3.211
H 0.649 3.154 2.347
C 0.375 -2.565 -2.410
C 2.964 -1.306 -1.508
C 0.567 -3.684 -1.369
H -0.701 -2.301 -2.435
C -0.298 -4.898 -1.727
H 1.625 -3.989 -1.352
H 0.323 -3.327 -0.356
C -0.048 -5.390 -3.159
H -0.103 -5.706 -1.012
H -1.355 -4.617 -1.620
C -0.099 -4.265 -4.200
H 0.935 -5.876 -3.203
H -0.790 -6.153 -3.416
C 0.752 -3.047 -3.814
H 0.233 -4.637 -5.177
H -1.139 -3.931 -4.319
H 1.816 -3.322 -3.846
H 0.608 -2.253 -4.560
C 1.045 0.280 -3.196
C 3.657 -2.291 -2.450
H 3.435 -0.315 -1.656
C 5.168 -2.291 -2.178
H 3.260 -3.304 -2.291
H 3.481 -2.034 -3.504
C 5.505 -2.586 -0.710
H 5.650 -3.028 -2.833
H 5.571 -1.305 -2.451
C 4.685 -1.753 0.283
H 5.329 -3.653 -0.513
H 6.574 -2.406 -0.541
C 3.184 -1.742 -0.044
H 4.832 -2.135 1.300
H 5.053 -0.717 0.272
H 2.766 -2.751 0.099
H 2.652 -1.085 0.665
C -0.373 0.334 -3.790
H 1.201 1.237 -2.659
C -0.486 1.494 -4.788
H -0.600 -0.615 -4.300
H -1.120 0.458 -2.991
C 0.595 1.445 -5.873
H -1.480 1.476 -5.248
H -0.400 2.437 -4.232
C 2.011 1.261 -5.311
H 0.373 0.620 -6.564
H 0.560 2.367 -6.464
C 2.116 0.134 -4.278
H 2.716 1.061 -6.126
H 2.329 2.197 -4.831
H 1.997 -0.836 -4.786
H 3.122 0.141 -3.835
C -1.731 0.342 0.778
C -1.264 1.151 1.743
H -1.463 -0.955 0.720
C -1.894 2.585 1.791
H -0.934 0.794 2.878
C -3.331 2.659 1.203
H -1.951 3.035 2.794
H -1.297 3.229 1.137
C -3.300 2.156 -0.256
H -3.999 1.967 1.804
H -3.665 3.714 1.167
C -2.845 0.700 -0.251
H -4.305 2.217 -0.689
H -2.652 2.745 -0.932
H -3.713 0.037 -0.028
H -2.434 0.464 -1.253
C 0.658 -2.973 4.326
C -0.452 -3.045 3.291
C -0.473 -4.467 2.726
O -0.141 -2.110 2.203
B -1.384 -1.691 1.792
O -2.473 -2.018 2.536
C -1.892 -2.575 3.748
C -2.864 -3.644 4.225
C -1.839 -1.458 4.800
H 1.625 -3.289 3.901
H 0.442 -3.668 5.157
H 0.777 -1.968 4.750
H 0.483 -4.694 2.203
H -0.576 -5.197 3.561
H -1.320 -4.618 2.017
H -2.523 -4.109 5.165
H -3.844 -3.179 4.420
H -3.014 -4.435 3.478
H -1.151 -0.622 4.491
H -2.873 -1.050 4.918
H -1.507 -1.860 5.791
*
```

Properties
DFT total energy   -2384.95543 hartree
Strongest force on any atom   0.126 Eh/bohr
Relative energy (zero: lowest compared OMol25 entry of this formula, charge and spin)   4.1655 eV
LUMO energy (spin up / spin down)   0.18 / -0.15 eV
HOMO energy (spin up / spin down)   -0.2283 / -0.2210 Ha

***

No. 2
C47H64O13S4 | wB97M-V/def2-TZVPD

Geometry as ORCA input:
```
! RIJCOSX wB97M-V def2-TZVPD def2/J DEFGRID3
* xyz 0 1
C 9.042 -19.827 25.521
C 8.949 -21.226 26.108
O 7.697 -21.508 26.628
S 6.240 -21.147 25.875
C 5.227 -22.505 26.673
O 5.694 -19.837 26.309
O 6.349 -21.513 24.470
H 8.428 -19.702 24.630
H 10.064 -19.452 25.467
H 8.732 -19.089 26.262
H 9.249 -22.029 25.436
H 9.687 -21.088 26.899
H 4.274 -22.418 26.150
H 5.154 -22.295 27.740
H 5.740 -23.466 26.617
C 1.431 -10.300 21.274
C 2.251 -11.453 21.888
O 1.640 -11.556 23.137
S 1.953 -12.861 24.151
C 3.741 -12.636 24.337
O 1.338 -12.520 25.454
O 1.669 -14.029 23.293
H 0.390 -10.623 21.299
H 1.703 -10.241 20.220
H 1.641 -9.303 21.661
H 2.376 -12.374 21.320
H 3.300 -11.181 22.001
H 4.148 -12.893 23.359
H 4.155 -13.252 25.135
H 4.028 -11.607 24.554
C 10.086 -11.537 21.621
C 10.921 -11.421 20.367
O 11.951 -12.355 20.430
S 12.772 -12.811 19.089
C 11.571 -14.094 18.413
O 12.758 -11.635 18.196
O 14.036 -13.414 19.550
H 9.282 -10.801 21.618
H 10.718 -11.299 22.476
H 9.683 -12.550 21.588
H 10.249 -11.691 19.553
H 11.267 -10.410 20.152
H 11.758 -14.975 19.028
H 11.865 -14.082 17.364
H 10.601 -13.679 18.684
O 9.192 -13.108 24.390
S 8.021 -13.938 23.993
O 6.697 -13.315 23.884
O 8.278 -15.044 22.787
C 7.604 -16.260 23.002
C 7.817 -16.360 24.490
O 7.678 -15.105 25.114
H 6.588 -16.247 22.608
H 8.239 -16.911 22.402
H 8.853 -16.644 24.675
H 7.176 -17.107 24.958
C 11.479 -16.590 23.413
C 12.037 -17.840 23.627
C 12.603 -18.148 24.886
C 12.451 -17.218 25.959
C 11.913 -15.964 25.711
C 11.322 -15.670 24.462
H 11.088 -16.403 22.423
H 12.048 -18.596 22.855
H 13.029 -19.110 25.130
H 13.007 -17.295 26.882
H 11.923 -15.173 26.446
H 10.879 -14.753 24.102
C 4.169 -17.986 23.548
C 4.615 -18.888 22.640
C 4.683 -18.577 21.271
C 4.494 -17.232 20.837
C 4.067 -16.274 21.774
C 3.945 -16.669 23.145
H 4.141 -18.218 24.602
H 4.888 -19.868 23.004
H 5.077 -19.299 20.571
H 4.529 -17.069 19.770
H 3.905 -15.291 21.356
H 3.693 -16.004 23.958
C 5.855 -10.122 21.961
C 5.129 -9.150 21.322
C 4.702 -9.284 20.009
C 4.947 -10.464 19.349
C 5.667 -11.476 19.945
C 6.143 -11.351 21.253
H 6.236 -9.959 22.959
H 5.012 -8.222 21.863
H 4.229 -8.395 19.619
H 4.592 -10.518 18.331
H 5.855 -12.381 19.386
H 6.765 -12.170 21.582
C 6.960 -10.902 26.792
C 5.950 -10.268 27.555
C 6.211 -9.129 28.247
C 7.492 -8.560 28.164
C 8.489 -9.131 27.276
C 8.226 -10.273 26.524
H 6.714 -11.887 26.423
H 4.969 -10.710 27.656
H 5.442 -8.672 28.851
H 7.769 -7.660 28.693
H 9.402 -8.559 27.196
H 9.015 -10.677 25.907
C 9.764 -13.383 28.196
C 9.844 -14.793 28.360
C 10.458 -15.369 29.500
C 10.998 -14.473 30.422
C 11.066 -13.094 30.207
C 10.455 -12.534 29.149
H 9.248 -12.911 27.374
H 9.526 -15.402 27.527
H 10.393 -16.443 29.593
H 11.494 -14.849 31.305
H 11.582 -12.450 30.904
H 10.498 -11.462 29.025
C 3.908 -16.556 26.752
C 3.210 -15.409 27.001
C 3.776 -14.247 27.474
C 5.132 -14.276 27.738
C 5.945 -15.357 27.414
C 5.311 -16.587 27.032
H 3.413 -17.478 26.486
H 2.155 -15.357 26.775
H 3.229 -13.326 27.616
H 5.649 -13.403 28.109
H 7.024 -15.337 27.455
H 5.948 -17.427 26.799
*
```

Properties
Structure (SMILES)   CCOS(C)(=O)=O.CCOS(C)(=O)=O.CCOS(C)(=O)=O.O=S1(=O)OCCO1.c1ccccc1.c1ccccc1.c1ccccc1.c1ccccc1.c1ccccc1.c1ccccc1
DFT total energy   -4399.96390 hartree
Strongest force on any atom   0.086 Eh/bohr
LUMO energy   0.06 eV
HOMO energy   -0.3338 Ha

***

No. 3
C35H40N6O7S3Zr | wB97M-V/def2-TZVPD

Geometry as ORCA input:
```
! RIJCOSX wB97M-V def2-TZVPD def2/J DEFGRID3
* xyz 2 1
Zr -13.655 -1.965 16.635
C -7.799 1.720 14.057
C -8.845 0.921 14.772
C -8.568 0.196 15.913
C -9.561 -0.528 16.634
C -9.160 -1.575 17.475
N -9.935 -2.390 18.121
C -9.492 -3.468 18.906
C -8.410 -4.383 18.235
C -8.947 -5.642 17.559
N -9.343 -5.521 16.164
C -10.534 -5.044 15.857
C -11.202 -4.965 14.603
C -10.856 -5.637 13.415
C -11.552 -5.421 12.234
C -11.105 -5.973 10.901
C -12.629 -4.557 12.297
C -13.016 -3.887 13.430
C -14.177 -3.042 13.368
N -14.754 -2.426 14.388
C -15.989 -1.683 14.002
C -15.679 -0.260 13.653
C -15.030 0.532 14.817
N -13.709 -0.016 15.267
C -12.719 0.666 14.814
C -11.272 0.470 15.219
C -10.247 1.100 14.500
C -10.957 -0.329 16.329
O -11.857 -0.914 17.041
C -12.263 -4.008 14.633
O -12.394 -3.183 15.623
H -8.159 2.235 13.158
H -6.815 1.227 13.821
H -7.408 2.544 14.696
H -7.499 0.186 16.168
H -8.053 -1.729 17.500
H -10.931 -2.341 17.969
H -10.336 -4.069 19.151
H -9.084 -3.138 19.861
H -7.886 -4.735 19.117
H -7.651 -3.801 17.711
H -9.735 -5.968 18.104
H -8.219 -6.461 17.417
H -8.807 -5.858 15.392
H -11.135 -4.586 16.630
H -10.108 -6.333 13.258
H -10.059 -5.687 10.811
H -11.688 -5.528 10.157
H -11.169 -7.055 10.965
H -13.198 -4.415 11.456
H -14.676 -2.932 12.466
H -16.724 -1.868 14.729
H -16.412 -2.075 13.121
H -16.570 0.336 13.455
H -15.037 -0.314 12.799
H -15.707 0.452 15.703
H -14.855 1.626 14.677
H -12.988 1.591 14.247
H -10.420 1.779 13.618
O -17.922 -2.961 16.604
C -18.523 -1.770 16.971
C -19.891 -1.656 16.866
C -20.527 -0.461 17.105
C -19.779 0.620 17.607
C -18.470 0.459 17.850
C -17.779 -0.700 17.507
C -16.316 -0.816 17.698
O -15.669 -1.722 16.988
N -15.674 -0.149 18.599
N -14.307 -0.392 18.553
C -13.673 0.180 19.530
S -11.914 0.119 19.657
C -11.927 0.591 21.385
C -13.046 1.622 21.568
S -14.531 0.930 20.794
H -16.982 -2.799 16.677
H -20.485 -2.483 16.621
H -21.592 -0.332 17.027
H -20.283 1.540 17.965
H -17.928 1.179 18.435
H -10.954 1.015 21.569
H -12.112 -0.223 22.054
H -12.909 2.569 21.079
H -13.330 1.686 22.622
C -14.532 -4.081 19.956
S -13.417 -4.194 18.570
O -14.255 -4.297 17.338
O -12.413 -5.192 18.786
O -12.828 -2.861 18.563
H -15.167 -4.999 19.961
H -15.046 -3.152 19.907
H -13.940 -4.061 20.860
*
```

Properties
DFT total energy   -3454.25711 hartree
Strongest force on any atom   0.081 Eh/bohr
LUMO energy   -6.24 eV
HOMO energy   -0.4447 Ha

***

No. 4
CH2N2O2 | wB97M-V/def2-TZVPD

Geometry as ORCA input:
```
! RIJCOSX wB97M-V def2-TZVPD def2/J DEFGRID3
* xyz 0 1
O 1.759 0.030 -0.850
C 1.293 -0.294 0.257
N -0.110 -0.085 0.312
N -0.991 -0.440 -0.515
O -2.066 0.302 -0.501
H 1.971 -0.500 1.215
H -1.856 0.986 0.082
*
```

Properties
Structure (SMILES)   O=C/N=N/O
DFT total energy   -299.17357 hartree
Strongest force on any atom   0.081 Eh/bohr
Relative energy (zero: lowest compared OMol25 entry of this formula, charge and spin)   4.4432 eV
LUMO energy   -0.25 eV
HOMO energy   -0.3802 Ha

***

No. 5
C17H47N8O3P2S | wB97M-V/def2-TZVPD

Geometry as ORCA input:
```
! RIJCOSX wB97M-V def2-TZVPD def2/J DEFGRID3
* xyz 1 1
N 0.363 4.493 3.956
C 0.682 4.419 2.855
O 0.901 4.287 1.569
S 1.422 2.775 1.125
C 1.069 1.592 2.386
C -0.420 1.159 2.545
C -1.456 2.018 1.804
C -2.819 1.943 2.516
N -3.722 3.006 2.047
H 0.607 2.416 0.103
H 1.648 0.694 2.104
H 1.451 1.889 3.364
H -0.503 0.144 2.160
H -0.651 1.146 3.608
H -1.630 1.584 0.817
H -1.205 3.081 1.777
H -2.691 2.083 3.592
H -3.220 0.945 2.331
H -4.521 2.588 1.587
H -3.265 3.549 1.323
O -3.188 3.281 -1.973
P -3.707 2.495 -3.127
N -3.380 0.892 -2.622
C -3.139 -0.259 -3.468
C -3.966 0.526 -1.344
N -2.641 3.032 -4.392
C -1.591 2.165 -4.901
C -2.075 4.357 -4.139
N -4.976 2.244 -4.170
C -6.264 1.915 -3.554
C -4.926 2.061 -5.611
H -4.057 -0.713 -3.869
H -2.626 -1.025 -2.883
H -2.480 -0.033 -4.297
H -5.045 0.327 -1.399
H -3.805 1.331 -0.624
H -3.486 -0.369 -0.940
H -0.931 1.777 -4.112
H -0.979 2.721 -5.613
H -1.995 1.329 -5.473
H -1.225 4.326 -3.445
H -2.819 5.031 -3.723
H -1.733 4.783 -5.085
H -6.433 0.833 -3.512
H -7.086 2.370 -4.107
H -6.316 2.306 -2.536
H -4.504 1.090 -5.886
H -4.366 2.851 -6.102
H -5.940 2.101 -6.011
O 2.209 -2.353 2.023
P 3.500 -3.093 1.923
N 3.376 -4.241 3.163
C 4.482 -4.838 3.885
C 2.219 -5.130 3.095
N 4.613 -1.794 2.312
C 5.313 -1.743 3.588
C 4.027 -0.500 2.039
N 4.583 -3.831 0.900
C 4.067 -4.965 0.128
C 6.027 -3.670 0.850
H 4.972 -5.658 3.341
H 4.107 -5.247 4.824
H 5.236 -4.113 4.163
H 2.330 -5.905 2.326
H 1.315 -4.563 2.878
H 2.066 -5.629 4.053
H 4.637 -1.815 4.451
H 5.864 -0.804 3.661
H 6.074 -2.519 3.662
H 3.346 -0.191 2.848
H 3.461 -0.514 1.108
H 4.804 0.264 1.936
H 4.280 -5.921 0.616
H 4.501 -4.983 -0.872
H 2.985 -4.885 0.001
H 6.519 -4.133 1.709
H 6.319 -2.626 0.787
H 6.411 -4.156 -0.047
*
```

Properties
DFT total energy   -2420.19279 hartree
Strongest force on any atom   0.101 Eh/bohr
LUMO energy   -4.94 eV
HOMO energy   -0.3828 Ha

***

No. 6
C11H16BCl3O2 | wB97M-V/def2-TZVPD

Geometry as ORCA input:
```
! RIJCOSX wB97M-V def2-TZVPD def2/J DEFGRID3
* xyz 0 1
Cl 3.657 -2.446 -2.229
B 2.823 -0.791 -2.121
Cl 3.743 0.215 -0.813
Cl 2.783 0.154 -3.751
O 1.428 -1.067 -1.720
C 0.452 -0.277 -1.478
C -0.868 -0.604 -1.928
C -1.804 0.442 -2.170
C -3.122 0.099 -2.442
C -3.516 -1.251 -2.502
C -2.551 -2.268 -2.430
C -1.218 -1.955 -2.172
H 0.664 0.669 -0.975
H -1.486 1.480 -2.085
H -3.882 0.878 -2.567
H -4.569 -1.518 -2.627
H -2.848 -3.316 -2.545
H -0.460 -2.730 -2.082
C -0.278 1.970 2.069
C 0.662 0.827 2.368
C 2.123 1.245 2.329
C 0.375 0.253 3.755
O 0.339 -0.141 1.321
H -1.305 1.645 2.275
H -0.086 2.851 2.686
H -0.212 2.265 1.017
H 2.746 0.505 2.842
H 2.516 1.367 1.319
H 2.210 2.189 2.868
H 1.100 -0.543 3.944
H 0.466 1.000 4.549
H -0.640 -0.150 3.758
H 0.758 -0.997 1.538
*
```

Properties
DFT total energy   -1984.77586 hartree
Strongest force on any atom   0.051 Eh/bohr
LUMO energy   -1.89 eV
HOMO energy   -0.3526 Ha